1.
151
Properties=species:S:1:pos:R:3 method="wB97M-V/def2-TZVPD" energy_ha=-58652.4662 charge=-1 homo_ev=-2.5 multiplicity=1 homo_lumo_gap_ev=4.0
I 6.80388 -1.58287 -1.75448
Br 0.10608 4.64035 -1.70890
Br 5.95124 7.93658 -0.36303
Br 1.67116 -4.40148 7.87820
Br 1.72403 3.65001 -6.37328
Br -0.57380 -4.45546 4.69073
Br 5.18938 3.55324 -1.76786
Br 8.43589 5.21207 -0.15117
Br 6.60712 3.44468 -5.17661
Br -8.26690 -2.15344 6.19239
Br -4.76411 3.16531 6.59592
Br -7.95694 1.27988 4.86665
Br 3.11355 -1.79793 -3.36824
Br 1.73310 1.59778 -2.91563
Br 6.94841 0.08391 -12.71182
Br 1.95166 2.69731 0.83271
Br 6.79209 3.40634 -11.10608
Br -4.00853 -5.39224 5.67377
Br 0.56975 7.13998 -6.73252
Br -0.65911 -3.74479 10.66746
Br 4.41527 1.17941 -7.61434
Br 1.38376 1.60839 -9.68009
Br -7.24876 5.88983 6.38406
C 5.88444 -4.10569 1.79357
C 8.32004 2.22917 -11.39420
C 0.61547 -2.55210 9.79782
C -7.04103 4.49054 7.72676
C 7.61747 6.26909 1.26878
C 2.42519 -2.94063 0.42732
C -5.29694 -1.45915 -2.35023
C -6.90343 -0.30700 1.48122
C -5.45386 -2.23242 3.53556
C 0.55398 5.10062 0.13272
C -4.61056 -3.93571 1.52219
C -9.41596 -0.00178 4.68594
C 0.18590 5.83525 -5.33477
C 6.61040 -0.39458 1.25836
C -9.62711 -0.77414 5.96720
C 3.98217 -2.60350 -0.07707
C 4.19262 1.04949 -9.54745
C 3.16188 0.97653 -4.08894
C 3.23314 2.09841 -10.05921
C -6.85381 -1.93761 -2.16405
C -1.18716 -5.83441 5.92618
C -7.41624 -0.17452 -0.10576
C 2.83768 -0.37746 -4.67573
C -4.56736 -1.11896 2.72972
C -2.43474 -6.51379 5.41169
C 4.18757 -0.98192 0.06932
C -3.02987 -4.19480 1.94955
C 0.65816 -2.79076 8.30653
C 2.00090 -4.52173 0.15051
C -2.15383 -3.95932 0.55739
C -5.27587 -0.46653 1.40850
C 0.39934 -4.54888 -0.33031
C -0.56199 -4.18771 0.94919
C 8.23846 1.54646 -12.73955
C 6.61530 2.43739 -2.49242
C 1.40709 5.00739 -5.00906
C 6.15897 6.53729 0.97968
C -5.58253 4.22234 8.01586
C -7.46380 -1.75432 -0.65370
C 4.94187 -3.46063 0.94091
C 5.73084 -0.45969 -0.15618
C 1.93901 4.61812 0.49553
C 7.48601 3.21626 -3.45052
C -5.61669 -3.68066 2.78925
H -4.98718 -0.99631 0.38330
H -5.00473 -0.48225 -1.76469
H 7.07879 0.68475 1.44686
H 2.32347 5.59871 -4.92806
H 8.34762 1.53011 -10.55349
H 2.40242 -2.74262 1.60077
H 5.19321 1.20797 -9.95994
H -4.83784 0.63937 1.30580
H -1.32432 -5.35358 6.89879
H 1.58073 -2.70292 10.28951
H -7.54674 4.87411 8.61741
H -5.14051 -1.22653 -3.50075
H -10.57776 -1.31445 5.93963
H 5.89617 -0.58484 2.19517
H 2.68351 4.81075 -0.28219
H 1.18841 -1.97882 7.80085
H -6.75251 -3.90861 2.50112
H 4.08416 0.98548 -3.50131
H -5.47364 3.61633 8.91993
H 3.39743 3.08731 -9.62210
H -4.37539 -0.22390 3.49621
H 7.74358 4.21561 -3.08866
H -2.38918 -6.75618 4.34614
H 9.19365 1.07797 -12.99305
H -5.34102 -4.50839 3.60431
H -0.23194 4.68093 0.76689
H -6.86950 -3.10914 -2.39292
H -0.45708 -5.00429 1.81135
H 0.29543 -3.68523 -1.14205
H 7.72636 5.66308 2.17284
H -3.48889 -1.48155 2.40789
H -0.35924 -6.54605 5.99140
H 7.44765 -1.21694 1.15334
H -4.65596 -3.13036 0.67477
H -7.58726 -1.46080 -2.96881
H -0.33194 -2.90730 7.85699
H 6.13787 1.56614 -2.94983
H -6.66887 0.48231 -0.73477
H -7.23947 0.71814 1.99258
H -0.19954 -3.17406 1.44206
H 1.25784 4.44813 -4.08112
H 2.27285 5.07323 1.43247
H 7.19323 2.11410 -1.62183
H -6.53072 -1.79704 3.80919
H 9.19553 2.88311 -11.34600
H -6.84903 -2.45373 0.09338
H -2.63870 -7.42652 5.97892
H 7.94214 2.21823 -13.55004
H 0.13358 -5.59686 -0.83584
H -0.12000 6.42876 -4.46840
H -4.98597 5.13307 8.12037
H 3.75257 -0.62061 1.11623
H 5.65326 6.92087 1.87032
H -2.26870 -2.87055 0.12468
H -4.92249 -2.41246 4.58370
H 5.62072 5.65929 0.61172
H -9.59689 -0.14662 6.86249
H -0.66375 5.23886 -5.67922
H 2.68943 -5.03240 -0.65715
H -9.17732 -0.63855 3.82947
H 3.23116 1.73193 -4.87679
H -2.71461 -3.49099 2.82959
H 3.87316 0.02613 -9.76407
H 2.13493 -5.10362 1.17612
H -2.95083 -5.34901 2.20241
H 5.68266 0.65785 -0.56953
H 3.48784 -0.46835 -0.74486
H -4.96448 -4.95753 1.01685
H 1.64063 -2.19889 -0.07985
H 8.40545 2.66636 -3.67044
H 8.21403 7.17983 1.37328
H 0.50280 6.19235 0.17319
H -8.56446 -2.15611 -0.63006
H 3.51748 -0.61362 -5.49946
H -4.49549 -2.27903 -2.07472
H 0.25507 -1.54282 10.01672
H 3.28935 2.17399 -11.14882
H -8.50264 0.30189 -0.11600
H 1.80533 -0.46265 -5.02681
H 6.36731 -4.92264 2.51708
H -10.29679 0.60193 4.44971
H -2.50349 -4.75865 -0.25699
H -7.48211 -1.22796 1.91210
H -7.57928 3.61254 7.35880

2.
159
Properties=species:S:1:pos:R:3 method="wB97M-V/def2-TZVPD" energy_ha=-4391.5652 homo_ev=-9.8 multiplicity=1 homo_lumo_gap_ev=8.1
Si -4.40386 -2.20729 1.70666
Si -5.60486 -0.66672 3.88001
F -7.08924 2.17005 3.57882
F -2.56645 1.87356 3.46005
F -3.20573 -1.20812 -0.61930
O -7.70333 6.52401 -4.83066
O -11.88175 1.61477 -2.86474
O -6.74640 -6.12223 7.48702
O -5.76709 -2.04734 2.80644
O 7.71830 3.24823 7.45866
O -5.37653 -5.33634 -1.75777
O -11.83014 -0.07980 -4.26126
O 5.56103 3.58823 7.22396
O -3.71092 -4.14234 -0.30899
O 6.29735 0.14149 -5.52628
O 7.40090 7.06312 -7.43711
O -4.13101 1.77993 5.35275
O 7.71830 0.94823 -7.14134
O 7.23395 4.98473 -8.12770
O -10.08529 0.18440 -2.79019
O -9.20665 6.00643 -3.17219
O -9.97858 6.63564 -5.12993
O -5.24308 -5.60464 5.82856
O -5.89693 2.39350 1.48150
O 5.31753 6.09825 -7.52292
O 5.56103 1.28823 -7.37604
O -7.51833 -5.49301 5.52929
O 6.29735 2.44149 9.07372
N -4.87914 0.80116 3.13648
C -6.38621 -5.72746 6.23979
C 8.81462 2.71422 8.19826
C -2.72203 -2.38361 2.65022
C 6.43882 3.83893 -8.42605
C -4.41439 -4.38554 -1.60387
C 5.83283 -1.53930 -1.77371
C -5.93726 1.78650 2.69105
C -1.40191 -2.47155 1.68128
C 4.93381 -3.22882 2.17036
C 3.71428 -3.86242 3.07421
C 1.21796 -2.84747 2.49026
C 5.62664 1.45251 0.45024
C 8.81462 0.41422 -6.40174
C 7.18485 1.85751 0.86160
C 4.22466 3.43744 7.69893
C -5.69929 -0.88336 -0.67048
C -4.67241 -3.92041 0.78341
C 7.42680 -3.61392 1.16110
C -3.89001 1.48049 4.07025
C -11.29014 2.36577 -1.80634
C 6.52760 6.05325 -7.67994
C -7.12967 -0.85542 0.14380
C 4.84456 -0.27460 -1.43779
C 6.79392 8.26109 -6.95684
C -11.18036 -1.23957 -4.77780
C 6.50450 3.03248 8.02550
C -4.36616 -0.87562 0.28924
C -5.64894 -6.40590 8.35259
C -11.15666 0.53718 -3.25781
C -8.10919 5.72275 -2.30663
C 6.50450 0.73248 -6.57450
C 5.98645 -4.34568 1.59392
C 7.18100 0.45471 3.24660
C 5.66424 1.15947 -1.18826
C -4.05247 -3.54295 -2.99460
C 7.48258 -3.25083 -0.43672
C 2.32618 -4.02655 2.17138
C -7.29124 -5.06700 4.18722
C 7.13267 -1.66515 -0.76459
C -8.84646 6.40119 -4.41943
C -0.29010 -3.48952 2.40598
C 7.38048 1.91900 2.50585
C 4.22466 1.13744 -6.90107
C -9.75149 7.06166 -6.47200
H 8.05087 -1.21222 -1.33736
H 7.10599 3.04601 -8.77503
H 7.58414 8.99978 -6.79700
H -2.74519 -3.40083 3.27373
H 6.78486 1.04054 -1.51478
H 9.73424 2.94486 7.65353
H 4.10174 1.63047 -5.93133
H 3.95550 0.07828 -6.83526
H 1.39835 -2.53473 3.62649
H -4.89205 -0.93086 5.12234
H 6.27918 -1.33598 -2.85656
H 4.01637 -4.91449 3.49774
H 6.76698 -3.96358 -1.04881
H -4.71891 -4.82692 1.55876
H -8.51314 5.41692 -1.33765
H -4.17027 0.21604 0.66235
H 6.99972 -1.00747 0.21371
H -10.20702 -0.97845 -5.20557
H 4.47932 -2.62357 1.25861
H -11.18465 1.74942 -0.90768
H 8.06224 -0.28242 2.99593
H 8.72901 -0.67380 -6.31599
H -2.92297 -3.24917 -3.08099
H 8.87517 3.17828 9.18799
H -5.78368 -3.84389 0.35414
H 6.09255 8.66167 -7.69590
H -8.26405 -4.90908 3.71355
H -0.22980 -4.54101 1.84369
H -11.80650 -1.65150 -5.57398
H 5.18512 2.03185 -1.81438
H -7.19232 -0.02206 0.96913
H 4.17703 -0.54749 -0.51618
H 8.72901 1.62620 8.28401
H 5.27833 0.50890 1.05030
H -7.99411 -0.61667 -0.63705
H 9.73424 0.64486 -6.94647
H 5.57474 -4.98887 0.70560
H -2.53381 -1.53683 3.45594
H 5.72330 4.06267 -9.22383
H 4.10174 3.93047 8.66867
H 4.88450 2.34592 0.60344
H 3.47971 -3.18007 4.02070
H -6.05289 -6.71174 9.32157
H -10.32122 2.77105 -2.11537
H -6.98596 -0.29084 4.27672
H -9.21498 6.29169 -7.03582
H 2.57011 -3.99882 1.00456
H -4.28942 -4.23614 -3.93246
H -7.50699 4.89931 -2.70395
H -4.70360 -2.57864 -3.13643
H -5.65528 0.12709 -1.30300
H 3.55455 1.61857 -7.61881
H 5.92168 3.48367 -7.52887
H -7.49467 6.61629 -2.15684
H -9.20259 8.00877 -6.48878
H 6.15887 -0.07190 2.99504
H 8.25292 -4.44919 1.37184
H 3.55455 3.91857 6.98119
H -1.59418 -2.93211 0.62140
H 8.57414 -3.45034 -0.85126
H 1.86994 -5.09186 2.43684
H 5.53769 -2.49495 2.86229
H 7.67307 -2.72245 1.87886
H 8.46625 2.38000 2.67323
H 8.87517 0.87828 -5.41201
H 1.36920 -1.86814 1.85711
H -5.72362 -1.84499 -1.35333
H 3.95550 2.37828 7.76474
H -5.03442 -5.51236 8.50237
H -0.60201 -3.75652 3.52505
H -11.95436 3.20255 -1.57336
H 4.11411 -0.05592 -2.33630
H -6.74234 -4.11988 4.17043
H -10.72430 7.21957 -6.94567
H -0.87210 -1.42419 1.49278
H 7.86144 0.99401 0.43072
H -11.07050 -2.00006 -3.99801
H -5.04674 -7.22934 7.95527
H 6.28830 -5.09407 2.46877
H -7.40610 -1.91481 0.61893
H 7.21694 0.67552 4.41736
H 6.56518 2.67630 2.89696
H 6.29104 8.08258 -6.00090
H 7.54156 2.85688 0.31788
H -6.75473 -5.83696 3.62340
H 5.18810 -2.52916 -1.77310

3.
156
Properties=species:S:1:pos:R:3 method="wB97M-V/def2-TZVPD" energy_ha=-3060.7275 charge=+5 homo_ev=-20.1 multiplicity=1 homo_lumo_gap_ev=9.9
S -0.80563 0.34762 0.17935
F 1.64424 0.05734 -0.51560
F 0.52410 -1.75330 -0.96011
F 0.28265 0.03577 -2.21218
O -2.17304 0.19526 -0.34576
O -0.61968 -0.40265 1.40758
O -4.21856 1.06704 -3.71987
O -0.37983 1.73809 0.30202
N 2.08158 -3.83197 2.51433
N -3.51878 2.72741 -5.22047
N 2.92764 5.07842 -0.77285
N 3.70227 -2.19656 -4.27482
N -4.25396 -2.73348 0.56810
N -2.72508 2.75573 3.89522
C 4.11910 -3.07592 -1.88365
C -1.79058 4.21080 2.24256
C 2.61429 2.69959 -0.32962
C 3.96038 3.09100 0.13306
C -2.81622 3.17209 2.41456
C 3.42878 -0.52108 -6.07725
C 2.94911 -3.45651 -4.75781
C 2.62592 -2.82051 1.50874
C -2.60809 -4.51064 0.08967
C 4.38461 -1.64119 -5.53292
C 3.65501 5.06830 -2.17218
C 2.98110 -5.12732 2.66090
C -2.17565 2.20017 -3.03345
C 3.89850 4.61632 0.29713
C 2.82239 -6.09804 1.50809
C -3.75122 -2.19421 1.90786
C 2.27249 6.46986 -0.55913
C -2.90157 -3.08477 -0.25578
C -5.11159 -1.65660 -0.24900
C -7.54268 -2.41070 0.35260
C 0.53622 -0.40504 -0.99258
C -5.48648 0.06473 4.52070
C -6.39701 -1.33426 0.42116
C 3.84238 -7.21960 1.60777
C 1.88316 3.94615 -0.67083
C -0.49888 3.62947 3.01004
C -3.80694 -5.21006 0.63045
C 2.28080 -0.33877 -5.04614
C 2.91417 -1.76189 3.62050
C 2.68436 8.93941 -0.71821
C -3.40678 3.81005 4.83412
C 3.33936 7.57618 -0.36184
C 0.58756 -4.13971 2.13619
C 5.15725 -3.62769 -0.92298
C 2.77705 -1.05881 -3.79066
C -3.26967 1.37549 4.12314
C -4.87275 -4.14447 0.68011
C -3.39942 1.94619 -3.89402
C -1.11581 2.68473 4.11984
C -4.64324 3.77014 -4.94916
C 2.13626 -3.06202 3.83914
C 2.77968 -1.40960 2.10964
C 4.75091 -2.47628 -3.18497
C -4.77842 1.25893 3.80348
H -4.79097 4.36148 -5.85281
H -2.12096 5.13302 2.72054
H 3.67452 7.67908 0.67023
H 2.68193 -5.66172 3.56257
H 3.42978 -3.86774 -2.17684
H 3.75010 -7.70284 2.58043
H -3.09928 -2.90953 2.40925
H 3.09721 5.66839 -2.89110
H -3.02179 1.25503 5.17772
H 3.61548 4.01830 -2.46209
H 4.87025 -6.86663 1.52410
H -5.15741 -0.02668 5.55581
H -1.37977 2.58922 -3.66852
H 2.08159 -2.94596 0.57276
H -5.25605 -1.94599 -1.28990
H 0.15722 3.09127 2.32596
H 1.84589 -6.58234 1.50682
H -2.73996 0.70440 3.44702
H 1.93514 -0.73778 1.95629
H 2.53465 -3.68172 4.64248
H 3.47475 4.88867 1.26375
H -3.20616 -1.26094 1.76637
H 1.32915 -0.75500 -5.37663
H 3.95625 -4.65542 2.78121
H -4.39479 4.43571 -4.12248
H 5.31014 -1.56074 -2.99224
H -3.61507 2.15202 -6.04495
H -1.81219 -4.47329 0.83347
H -2.61335 3.10498 -5.46075
H 2.09848 9.26780 0.14028
H 4.30054 7.41673 -0.85053
H -6.57251 0.12689 4.58986
H -4.42979 4.01991 4.52185
H -1.02817 3.21282 5.06933
H -7.30287 -3.18660 1.07963
H 0.47952 -4.54777 1.13125
H -5.61736 3.32169 -4.75400
H -3.48556 3.20789 5.73926
H 2.01907 -1.37841 -3.07552
H 4.82426 5.18915 0.24284
H -6.89667 -0.58358 -0.19115
H 3.78975 -4.06998 -5.08198
H -4.43371 -0.80507 -0.19006
H 1.98700 2.27741 0.45547
H 4.76935 2.66795 -0.46250
H -1.49115 4.50481 1.23658
H 2.91430 -5.54532 0.57313
H -2.16432 -5.00600 -0.77392
H -1.84819 1.25756 -2.59485
H 5.42723 -3.22338 -3.60036
H 3.94702 -1.95986 3.90708
H -2.77800 4.69682 4.91392
H 4.75926 -4.30780 -0.16988
H 3.45834 -2.35115 -1.40803
H -2.37810 2.93683 -2.25599
H 2.26382 -3.27627 -5.58605
H -3.82844 3.56054 2.30227
H -5.17571 -0.92115 4.17491
H -3.63913 -5.65385 1.61177
H 2.15460 8.93550 -1.67081
H 3.63728 -3.22091 1.43841
H 5.35105 -1.20842 -5.27447
H 1.31655 3.91416 -1.60143
H 2.39196 -3.88751 -3.92599
H -5.54291 -4.26444 -0.17111
H 3.53294 9.61437 -0.82971
H -5.55838 -4.16590 1.52719
H -2.64737 2.28034 1.81092
H -0.77088 1.65369 4.04189
H 4.62529 -2.46163 -6.20898
H -3.18512 -2.93181 -1.29708
H -5.28871 2.20213 3.99859
H 1.73919 6.26745 0.36970
H 2.13585 0.70169 -4.75537
H -2.15352 -2.29970 -0.14540
H 4.69107 5.38923 -2.06407
H -4.87500 1.03409 2.74131
H 0.07828 -3.21263 2.39937
H 2.73496 2.00847 -1.16382
H 5.52172 -2.80020 -0.31427
H 2.74086 -0.85915 4.20627
H 3.74615 -8.08674 0.95439
H 0.26271 -4.89869 2.84789
H 1.23405 4.19674 0.16820
H 0.11519 4.44537 3.39125
H 4.11411 2.53566 1.05830
H 4.06377 0.36002 -5.98472
H 1.47798 6.58834 -1.29590
H 5.95540 -4.18467 -1.41373
H -4.62754 -2.00866 2.52895
H -7.55138 -2.91779 -0.61222
H -8.53815 -2.06776 0.63461
H 1.14077 -2.74339 4.14828
H 3.47908 -0.42362 -3.25050
H -3.95703 -6.12293 0.05404
H 3.64005 -0.91090 1.66337
H 3.17717 -0.61528 -7.13362
H -6.34237 -0.95899 1.44306